Record 1
15
Properties=species:S:1:pos:R:3:forces:R:3:mulliken_spin:R:1 method="wB97M-V/def2-TZVPD" e_homo_ev="-2.6552 / -2.2609" e_tot_ev=-26411.27059 orbital_gap_ev="5.03 / 4.63" spin_multiplicity=2 relative_energy_kj_mol=625.0 charge=-1
S -0.27627 -1.84975 -3.95055 0.1 -0.2 -1.5 0.957
S 0.50304 0.44218 2.88881 -2.6 -2.8 1.3 0.000
C 0.31950 1.55223 1.09035 1.8 1.1 3.5 -0.001
C 0.04603 0.92152 -0.21365 1.2 -4.7 0.5 -0.003
N -0.56127 -0.51889 -0.10651 0.1 1.8 0.2 0.002
C -0.51194 -1.41705 -1.21527 2.0 -1.8 -1.2 0.084
H 1.11772 1.25459 3.74881 0.0 0.7 -0.3 0.000
H -0.25753 2.39826 1.44812 -0.2 -0.4 -0.1 0.000
H 1.25813 1.25255 1.92939 0.8 2.5 -4.4 0.000
H 1.02161 0.88903 -0.84087 -1.7 -0.2 0.7 0.000
H -0.72027 1.46509 -0.67778 -0.7 1.3 -0.9 0.000
H -0.78073 -0.97610 0.79159 0.6 1.1 -0.8 0.003
H 0.34981 -1.38910 -1.93434 0.6 0.9 1.4 -0.017
H -1.14261 -1.59254 -2.10720 -1.9 1.1 1.1 -0.017
H -0.36521 -2.43201 -0.85089 -0.2 -0.2 0.4 -0.009


Record 2
47
Properties=species:S:1:pos:R:3:forces:R:3:mulliken_charge:R:1 method="wB97M-V/def2-TZVPD" e_homo_ev=-7.8341 e_tot_ev=-28628.24786 orbital_gap_ev=8.61 spin_multiplicity=1 relative_energy_kj_mol=1481.1 charge=0
O -1.93475 -2.44683 -1.14869 3.0 -4.8 -9.6 -0.475
C -2.16889 -1.90639 -0.20264 -5.2 3.3 8.3 0.639
N -2.99485 -0.73804 -0.24248 0.5 -3.0 3.0 0.213
C -3.44198 -0.00314 0.87175 -2.1 -1.9 2.3 -0.707
H -4.51073 -0.33169 1.05088 1.0 0.4 0.7 0.449
C -3.38115 1.41227 0.50717 -2.5 6.5 2.2 -0.806
N -2.38580 1.47919 -0.38363 6.4 1.7 -7.8 0.341
C -1.01416 1.75325 -0.26187 -2.1 -1.4 5.7 1.053
N -0.84590 1.80661 1.08482 3.7 0.0 1.0 -0.303
C 0.47252 1.93579 1.62434 -4.1 0.8 0.3 -0.303
C 1.48008 2.33306 0.83945 1.2 -1.8 -2.6 -0.702
C 1.23457 2.17123 -0.65575 4.8 -0.3 2.7 -0.045
C 0.09007 1.69990 -1.16138 -1.4 1.1 4.7 -1.625
H -0.08278 1.95654 -2.07592 -0.9 0.3 -6.0 0.804
H 2.16344 2.16850 -1.35885 -1.7 0.6 1.3 0.324
H 2.45055 2.25437 1.36125 -0.1 0.7 -1.1 0.400
H 0.55565 1.84904 2.76496 -0.2 0.0 -1.9 0.274
C -2.69224 0.90163 -1.71266 1.4 4.6 -2.9 -0.412
H -1.64793 0.72924 -2.36888 -2.9 -0.3 2.1 0.285
C -3.57160 -0.22392 -1.37671 -0.4 -0.2 -3.0 -1.133
H -4.64557 -0.00014 -1.53803 0.2 0.2 1.7 0.348
H -3.52092 -0.94218 -2.10149 0.7 -2.1 -2.3 0.510
H -3.19607 1.77140 -2.38986 0.6 -1.9 1.4 0.210
H -3.10334 2.16411 1.48170 -1.0 -2.2 -2.8 0.336
H -4.25539 2.05757 -0.21813 1.2 -2.4 2.8 0.325
H -2.75773 -0.14410 1.73142 -0.8 0.0 -0.3 0.309
C -1.83613 -2.59705 1.14640 3.1 6.1 -2.5 -1.423
C -0.54131 -1.52644 1.58358 -3.4 -8.4 6.0 -1.027
C 0.39884 -1.67796 0.62746 5.7 1.2 -6.3 0.261
H 0.18868 -1.00399 -0.21349 -0.6 -0.2 -0.4 -0.154
O 1.68589 -1.06022 1.04909 -0.9 -1.4 0.4 -0.396
C 2.68564 -0.87666 0.16016 2.8 2.8 9.7 0.467
C 2.76226 -0.97097 -1.07407 -6.2 -3.6 -6.9 0.948
C 3.82677 -0.75691 -1.84141 3.7 3.4 10.3 -1.785
C 4.92318 -0.16157 -1.18414 -0.1 1.6 1.2 -0.423
C 4.98985 0.25346 0.22839 -6.8 -5.3 -5.6 -1.150
C 3.86899 -0.31703 0.75158 -0.6 1.2 7.8 0.133
H 3.81527 -0.19658 2.26306 -0.1 -0.5 -4.5 0.078
H 5.79233 0.50500 0.71310 4.2 1.9 2.5 0.594
H 5.70543 0.32927 -1.66699 1.4 -0.1 -1.9 0.396
H 3.92761 -0.83243 -2.73217 0.6 -1.3 -11.0 0.754
H 1.74566 -1.35904 -1.37454 1.3 0.2 -1.3 0.254
H 0.52939 -2.68397 0.11554 0.1 0.9 1.2 0.357
H -0.20736 -2.35358 2.50256 -0.6 3.2 -1.6 0.203
H -0.89660 -0.60114 1.84906 -0.5 2.0 0.8 0.558
H -2.47350 -2.40006 1.89003 -2.8 0.3 2.6 0.523
H -1.52892 -3.57723 1.04228 0.7 -1.8 -0.4 0.522